# 1
Entry from the OMol25 dataset: a molecular structure, C36H40N2OP2S2V in a non-equilibrium geometry (ωB97M-V with the def2-TZVPD basis set).

Results
E in Eh: -4003.65424
Gap between HOMO and LUMO (alpha / beta) in eV: 6.6 / 6.3
Lowest unoccupied orbital energy (alpha / beta) in eV: 0.351 / 0.380
Expectation value of S²: 0.77

ORCA input file:
```
! RIJCOSX wB97M-V def2-TZVPD def2/J DEFGRID3
* xyz 0 2
H -1.91202 2.90830 -0.45281
C 1.77847 -6.56759 1.97212
C 5.24666 0.18500 3.67268
H 4.33290 -3.04125 -0.75495
C -3.49013 -0.21552 1.00882
H 3.15978 0.39458 6.32603
H 0.60472 -1.00986 3.61803
H 2.70695 -5.67003 3.68955
C 2.14869 -5.49581 2.77844
H 0.08376 2.58153 -1.95024
C -4.87489 0.82166 2.66028
C -0.34187 -1.50999 3.47741
C 3.69627 -2.96364 0.13111
C 6.67233 -1.63086 0.36080
H -1.18468 1.79238 -3.99352
C -1.82455 -2.84005 2.13992
H -1.03115 -1.01796 5.44323
C -1.26224 -1.52175 4.51308
H 0.77416 -7.17406 0.17661
C 2.55219 0.38644 4.26983
C -3.75490 1.51603 3.13405
H 2.99763 -3.79682 0.06409
C 4.83584 0.22154 4.99976
P 0.48876 -2.29188 0.79776
C 3.49010 3.56817 -1.08400
C 4.55129 -3.09729 1.39588
C -4.74716 -0.05367 1.60688
H 6.12194 -1.48694 -0.56893
H -3.20617 -2.16685 5.15389
C 1.08963 -3.97466 1.24515
C 1.80507 -4.20521 2.41728
C -0.62437 -2.13781 2.26681
C 1.06330 -6.34290 0.80660
H -5.59137 -0.59806 1.20799
H 0.16055 -4.86673 -0.46742
C -2.74833 -2.84866 3.17195
H 1.50379 0.50601 4.52086
H 4.37023 -2.26520 2.07647
H 2.09666 -3.36851 3.04345
C 3.48825 0.33711 5.29629
H 6.44126 -0.82379 1.05550
C -2.47714 -2.17416 4.35389
H 7.73664 -1.60037 0.13652
H 3.60327 4.65915 0.76213
S -3.09554 -1.16739 -0.37290
H -3.68467 -3.37644 3.04631
C 3.12422 2.37016 -1.67797
C 4.31038 0.24363 2.65561
C 2.60283 1.33555 -0.91496
C -2.54269 1.28145 2.53165
P 1.67233 0.26839 1.60105
V -0.95857 -0.24423 0.29973
C 2.82669 2.68679 1.04904
H 2.04849 -7.57624 2.25649
H 3.69699 -0.82824 0.05094
N 1.95253 -1.36057 1.05252
H 2.72014 2.82596 2.11816
H 0.11230 0.68221 -3.51904
C -0.71045 1.82327 -1.87707
H 3.23042 2.23869 -2.74755
H 2.27950 0.43228 -1.40997
H -1.63027 1.76340 2.86499
H -5.84238 0.97668 3.12062
C 3.33049 3.72683 0.28468
C 2.96187 -1.63104 0.00932
H 3.89134 4.37461 -1.68387
H 6.30076 0.11979 3.43242
C -2.00892 2.49936 -1.46028
H 4.30058 -4.00839 1.94222
H 4.64548 0.25955 1.62741
H -1.57102 0.29760 -3.11981
H 2.49844 -1.58189 -0.98523
O -0.31163 0.89856 -0.88937
C 0.71828 -5.04638 0.44505
H 5.56754 0.17836 5.79577
H -2.04868 -3.36300 1.21895
H -2.25696 3.31608 -2.14181
S 6.33155 -3.23974 1.09823
C 2.46248 1.47167 0.46250
C -0.84491 1.10795 -3.21337
C 2.94557 0.31069 2.93840
H -3.82894 2.21493 3.95430
N -2.40889 0.43258 1.50210
H -2.82779 1.77589 -1.46404
*
```

These are the Mulliken partial charges, in e, on atoms 1 to 4: number 1, H, carries 0.2890; number 2, C, carries -0.5243; number 3, C, carries -0.3568; number 4, H, carries 0.7929



# 2
Entry from the OMol25 dataset: a molecular structure, C36H41AsBrFeN6OTe (ωB97M-V with the def2-TZVPD basis set).

Results
E in Eh: -8141.50305
Gap between HOMO and LUMO (alpha / beta) in eV: 7.3 / 7.3
Lowest unoccupied orbital energy (alpha / beta) in eV: -1.799 / -1.813

ORCA input file:
```
! RIJCOSX wB97M-V def2-TZVPD def2/J DEFGRID3
* xyz 1 1
H -3.59766 -6.70616 1.13628
C -1.40287 -3.82531 -0.26196
H -2.94979 4.77687 -1.30211
H 3.67686 0.05053 5.38590
H -2.54835 -0.31316 0.80500
C 0.67879 1.46466 1.81162
H -2.37721 -1.94589 1.51078
O 5.16902 -3.69320 -3.94069
Br 1.12432 -0.61786 -3.08674
H -4.80948 1.38402 -1.89129
C -2.99354 4.89875 0.80775
C 3.33446 -2.33349 -3.44047
H 0.23242 -3.10084 2.03238
H -1.74248 4.95790 -2.82624
C 4.40795 -3.10858 -3.00638
C -2.48398 4.43471 -0.38838
C -1.39218 3.56525 -0.45203
H -4.81942 5.70374 -0.00084
C -4.01515 1.09131 -1.21107
H 5.87859 -4.20822 -3.53910
C -1.89478 -0.98112 1.36399
H 5.46346 -3.81126 -1.25477
C 2.66949 0.46686 2.83713
H -4.65363 -4.62801 0.30797
H 0.93889 -1.59252 2.66575
C 4.63631 -3.22671 -1.63615
As -0.19862 -1.20474 0.43156
H -3.82406 6.88306 0.84915
C 0.67717 0.62695 4.10756
H 2.88519 -1.47113 4.98754
H -3.26600 -2.80106 -0.56527
C -1.27888 3.61187 1.92015
H -3.85943 -0.96331 -3.73879
H -3.19988 -1.92622 -2.39404
N 2.33705 1.22226 -0.63538
H 3.70253 0.15900 2.72838
Fe 0.39173 0.84926 -0.92825
C -3.57710 -4.73727 0.28421
Te -2.25036 0.64726 -2.32982
C -0.08190 3.84808 -3.78382
C 0.67073 2.83117 -3.20368
C -2.79099 -3.70991 -0.21289
H -0.77831 3.38062 2.84508
C 4.50500 1.78454 -0.72846
C -2.31397 4.51381 1.96196
N 0.08399 1.98228 0.66621
N 2.73999 -1.83745 -1.16554
H 0.44140 -3.08499 -1.03867
C -1.60547 -6.03272 0.70708
H -2.60690 4.92694 2.91990
C -2.97068 -1.18639 -3.15501
H 5.46939 2.06058 -1.11370
H -1.13496 -6.94082 1.06068
C 4.12345 1.69071 0.58936
N 0.25489 2.57556 -1.96806
H -0.97347 -2.29906 -1.71350
H 3.93343 -2.64838 0.29916
C -0.55681 -2.71821 -0.79870
C -0.99759 4.18690 -2.81929
C 2.70914 -0.41258 5.19194
H 1.76274 -2.48429 1.37312
C 3.78005 -2.57757 -0.77096
N 2.82062 1.33791 0.61199
C 3.34879 1.48380 -1.45182
H 0.12287 0.45560 5.02270
H 3.21330 1.45837 -2.51953
N -0.79123 3.39380 -1.74088
H -3.77582 1.91747 -0.54412
H 2.11472 -0.34469 6.10119
C -4.15951 5.84376 0.85509
H 4.66214 1.87219 1.50164
C 2.03555 1.07952 1.76691
C 2.56756 -1.74238 -2.45930
H -1.69388 -0.54250 2.33668
C -0.82404 -5.00399 0.20328
H -4.74789 5.69487 1.75985
C 0.02389 1.19034 3.02344
H -4.32092 0.22684 -0.62692
H 0.02862 4.28320 -4.76026
H -1.02355 1.42914 3.12102
C 2.01066 0.24937 4.03925
C 0.79441 -2.20246 1.77622
H 0.25339 -5.11903 0.16117
C -2.98576 -5.90275 0.74912
H -2.19816 -1.57021 -3.81840
H 1.49762 2.28483 -3.62389
H 3.13353 -2.21037 -4.49404
C -0.83945 2.99035 0.72407
*
```

These are the Mulliken partial charges, in e, on atoms 1 to 4: number 1, H, carries 0.3994; number 2, C, carries 0.4043; number 3, H, carries 0.2375; number 4, H, carries 0.3533



# 3
Entry from the OMol25 dataset: a molecular structure, C36H41Cl2GeN4OReS2 in a non-equilibrium geometry (ωB97M-V with the def2-TZVPD basis set).

Results
E in Eh: -5561.72358
Gap between HOMO and LUMO (alpha / beta) in eV: 5.8 / 4.7
Lowest unoccupied orbital energy (alpha / beta) in eV: -9.836 / -11.012
Expectation value of S²: 3.83

ORCA input file:
```
! RIJCOSX wB97M-V def2-TZVPD def2/J DEFGRID3
* xyz 3 4
C 4.84514 0.50536 3.85562
N -3.13648 0.05963 -1.40302
H 2.26121 2.74853 3.56657
C -7.04049 0.94797 -0.32253
C 5.17476 1.40136 1.24667
C -1.67336 -4.54315 -2.94916
C -6.78796 0.62561 -1.64545
N 1.46145 0.80036 3.46967
C 0.32055 0.77239 2.84543
H 3.59395 -4.33505 -6.86633
C -0.67091 5.27752 3.89925
H 2.59578 -4.71303 -3.99640
H 0.72931 -3.81512 -5.37294
H -8.04747 1.20736 -0.02134
C 1.28790 -2.19618 -4.05183
C 0.58294 6.83553 2.56059
H -1.74734 3.84257 5.06963
C -4.71250 0.58917 0.25550
H -2.74455 -4.56070 -2.72889
H 0.52207 -5.65828 -4.36570
H -0.00846 4.88865 1.88531
H 0.77426 3.50643 5.36720
H -1.77581 -6.47886 -3.85672
C 6.04306 1.09054 3.46973
S -0.30206 -0.63675 2.11079
C -0.33518 -0.53802 -0.74218
C -4.44498 0.31896 -1.12083
C -0.95823 -3.77112 -1.83254
C 3.97931 0.81616 1.63024
H 0.49245 -1.51087 -4.35723
C -5.45280 0.29987 -2.08509
C 1.80521 2.01351 4.23312
C -0.51136 2.00318 2.81626
H -1.40586 -6.51366 -2.14235
H 3.99353 -5.64987 -5.77047
C -0.69927 6.19501 4.94116
H -5.83637 -0.05528 -4.17942
H 7.14292 1.99165 1.86678
C 0.54452 7.75546 3.60117
C 3.81169 0.36436 2.93683
H 3.17820 0.69635 0.90473
H 2.53770 1.75076 4.99159
H -2.20199 3.85448 3.35763
H 5.30953 1.74200 0.22818
C -1.36871 3.94573 4.05143
S -1.50255 2.29226 1.45935
Cl -6.36260 1.31622 2.24682
C -6.03361 0.93368 0.63265
H 6.84869 1.18892 4.18553
H 1.08176 7.08634 1.63346
H -1.20295 5.95118 5.87097
C 6.20672 1.54078 2.16757
H -1.58633 -2.95971 -1.45662
H -1.77319 -0.44243 -2.87510
Re -1.86801 0.13606 0.39444
O -3.70919 0.50918 1.05256
N 0.38012 -1.17113 -1.39466
Cl -8.05690 0.61393 -2.75858
H 1.79826 -2.62662 -6.07528
C -3.76585 -0.31341 -3.67654
H 3.65655 -3.44474 -4.56474
H 4.72849 0.13834 4.87096
H -0.12774 8.15321 5.59852
H 0.57688 -7.16751 -3.46597
C -5.08776 -0.02812 -3.39772
H -0.74738 -4.43464 -0.99000
H 2.59578 -0.76653 4.30550
C -0.02541 5.59972 2.70739
C 1.60416 -3.19527 -5.16178
H 2.16765 -1.58833 -3.82530
H -3.45293 -0.57467 -4.67849
H 2.15399 -0.97277 2.60791
C -1.19317 -5.98766 -3.07656
Ge 0.77216 -2.90514 -2.29078
C 3.21149 -4.94353 -6.04579
C -2.81666 -0.25164 -2.66476
H 0.13773 1.86940 5.60750
H 2.36068 -5.51026 -6.43147
C 0.28977 -6.11849 -3.40452
C 2.49930 -0.25494 3.34679
C 0.55385 2.56305 4.87159
C -0.09681 7.43664 4.78839
N -0.44851 2.81643 3.82720
H 1.01377 8.72371 3.48466
H -1.56297 -4.02396 -3.90818
C 2.81170 -4.07427 -4.86081
H 1.92650 -3.31499 -1.37990
H 0.91920 -5.66882 -2.62685
*
```

These are the Mulliken partial charges, in e, on atoms 1 to 4: number 1, C, carries -0.2782; number 2, N, carries -0.4649; number 3, H, carries 0.3369; number 4, C, carries -0.6150



# 4
Entry from the OMol25 dataset: a molecular structure, C36H41IrN2OSSb2 (ωB97M-V with the def2-TZVPD basis set).

Results
E in Eh: -2563.05930
Gap between HOMO and LUMO (alpha / beta) in eV: 8.4 / 5.3
Lowest unoccupied orbital energy (alpha / beta) in eV: -7.203 / -10.768
Expectation value of S²: 8.79

ORCA input file:
```
! RIJCOSX wB97M-V def2-TZVPD def2/J DEFGRID3
* xyz 3 6
H 1.30191 3.06314 -2.51668
C 4.48051 -2.34363 -1.41278
H 3.85372 1.90810 -2.29314
C -5.21531 -0.42500 1.69280
Sb -0.75961 -1.96896 2.93055
C -2.59684 -4.06685 6.21251
C -4.49187 -1.18525 0.77861
O -0.17076 -0.63850 -2.02787
H 0.04467 -2.94513 8.02906
C -3.20650 -1.60734 1.08634
H 5.06890 -0.87901 1.60976
C -2.67231 -1.29521 2.33657
Ir 1.00967 0.95396 -0.88597
H -1.07836 -1.84667 -4.78286
C 4.22718 -1.67399 -0.21711
H -0.69874 -2.75384 -3.29038
C 6.54189 -1.85640 0.39593
C 2.05889 3.73826 1.00665
H -2.98077 -0.30375 4.23658
N 1.88183 2.23344 -2.46952
H -1.50873 -4.15226 1.74154
H 0.61840 -1.92470 5.85764
H 5.96910 -3.31336 -2.61179
H 3.06136 -0.12984 6.14258
H 3.46933 3.47743 -2.60863
C 2.39505 -1.87739 3.31686
H -1.12630 1.50202 -3.01573
H 7.34198 -1.67167 1.10170
C -1.35699 0.64780 -3.65220
H -2.96431 -3.64425 4.14199
C 5.76849 -2.78147 -1.68980
H 2.46892 3.21869 0.15021
H 1.91440 -3.50682 -0.78156
H 2.62226 -2.44136 5.37427
H 2.79567 1.27906 2.11015
H -2.43462 0.59487 -3.82143
C -0.86776 -0.62839 -3.05102
H -2.32015 -2.07466 -3.57575
C -1.24498 -1.91166 -3.70518
C 2.72038 0.46768 2.82406
H 2.74055 6.29296 3.10985
H 2.21302 -2.89728 2.99520
C 0.29527 4.00030 2.70812
C -1.75713 -3.86326 7.30244
S -0.11402 2.04104 0.95437
H 3.69143 -2.52450 -2.13599
H -0.02071 -4.65106 -0.10211
C 2.88594 -0.32687 5.09193
H 0.13523 -4.39508 2.34300
H -6.21216 -0.08442 1.44101
H 7.79718 -2.88563 -1.00392
H -3.49219 -4.66651 6.31372
C -1.12883 -2.73746 4.87538
H -4.94210 -1.46303 -0.16728
H -0.65398 3.68650 3.12611
C -0.28046 -2.52074 5.95417
C 2.73859 4.78755 1.56706
H -0.58622 -3.00476 -0.31973
C 6.79451 -2.54142 -0.78460
H 3.68483 5.10780 1.14833
C 1.51331 -3.22546 0.19234
H 1.86477 1.81796 -3.39603
C 2.44662 -0.82928 2.39239
C 0.04532 -3.63727 0.30701
Sb 2.23241 -1.19037 0.31260
C 2.93747 0.71698 4.17330
C -4.67165 -0.10443 2.93426
C 0.99482 5.04460 3.25718
C 0.81733 3.32709 1.56762
H -2.65261 -2.21013 0.37510
C 2.62416 -1.62252 4.66426
H 0.60583 5.55918 4.12650
C -2.29553 -3.49442 4.98275
C -3.39300 -0.53140 3.25937
H -2.00812 -4.30195 8.25996
C 5.25565 -1.41259 0.68549
C -0.49558 -3.74270 1.73650
H -5.24675 0.47206 3.64915
N 3.20185 2.65168 -2.08393
C 2.20708 5.45042 2.68623
C -0.60461 -3.09665 7.17602
H 3.16289 1.72341 4.50734
H -0.90380 0.78119 -4.63984
H 2.10567 -3.75148 0.94450
*
```

These are the Mulliken partial charges, in e, on atoms 1 to 4: number 1, H, carries 0.3866; number 2, C, carries -0.7031; number 3, H, carries 0.2345; number 4, C, carries -0.5462



# 5
Entry from the OMol25 dataset: a molecular structure, C36H41N5O4PPbS3 in a non-equilibrium geometry (ωB97M-V with the def2-TZVPD basis set).

Results
E in Eh: -3699.65794
Gap between HOMO and LUMO in eV: 6.7
Lowest unoccupied orbital energy in eV: -3.284

ORCA input file:
```
! RIJCOSX wB97M-V def2-TZVPD def2/J DEFGRID3
* xyz 1 1
N 2.63954 -1.19142 0.11703
H 6.32961 -0.84429 -1.02966
H 2.21719 2.72075 -5.09755
C -2.43494 1.58670 -2.21920
H 0.98747 -4.22711 4.22627
C 0.53358 3.53603 2.60893
C 6.44847 1.29371 -1.05068
C 1.21316 4.22630 -3.95129
H -3.99053 -2.02684 2.76979
C 0.13392 -2.84718 2.81523
N -0.97481 -2.82375 -1.70954
H -3.87228 2.53545 -0.92821
H -5.39946 -3.57725 -1.99941
H 3.61878 2.88166 3.81269
C 1.71283 -2.22528 4.50576
H 0.68826 0.34954 2.57611
O -1.90958 0.29112 -2.41838
C -3.31854 1.58697 -0.97679
H 3.73406 1.59335 1.72691
H -1.60178 0.49127 -4.45247
C 3.72570 -1.19976 -0.53713
C 1.99915 2.15414 -3.04807
H -4.44694 0.04113 1.30940
C -3.08656 1.73378 1.40678
C -3.77580 0.52228 2.03297
C -1.05440 0.22738 -3.53957
H -3.03333 1.88807 -3.09237
S -4.35007 -5.18912 -0.56341
H -1.62418 2.31668 -2.08305
C 1.84727 3.00607 -4.12403
S -0.17503 -4.82426 -3.05545
C -0.72304 -3.80761 2.17729
O 2.00501 -2.42721 0.23849
H 2.17955 -0.11990 4.51326
H 2.36027 -2.47925 5.33296
H -2.62738 -2.22532 -2.86244
H -0.76399 -4.82459 2.55441
C -0.06734 -3.75202 -1.72945
C 5.78489 0.08628 -0.96752
H -6.34312 -5.08162 -1.82195
C 3.67866 1.24977 -0.69627
H -3.69018 -0.99753 4.19589
C -1.54640 -3.95221 -3.61362
H -2.05394 -4.22825 -4.51563
H 1.29810 -2.27598 0.88219
N -2.36758 -4.31526 0.73837
C 1.63621 3.60376 3.44497
C 0.95415 -3.20341 3.88989
H -4.03247 0.75524 -1.03787
C 0.58472 2.78710 1.44533
H -2.26956 2.03593 2.06809
H 7.52253 1.31677 -1.16316
H 1.09579 4.89810 -4.78682
P 1.84764 1.20773 -0.49845
C -3.38427 -3.89000 0.05000
H -0.36891 4.06976 2.86970
H 4.16457 -2.11610 -0.92452
C 4.35807 2.45859 -0.80483
C 2.77570 2.87941 3.13727
C 1.76691 2.14552 1.07664
O -2.76432 -0.38049 2.45086
Pb -1.38990 -1.20282 0.17741
H -4.36929 0.84479 2.89758
C 5.73216 2.47901 -0.95665
H -2.39297 -2.03151 3.54756
H -0.29025 2.69233 0.81618
C -1.82489 -2.93172 -2.76487
H 1.61071 4.21159 4.33582
C -3.24792 -1.41225 3.28478
H -0.19390 0.89355 -3.42174
H 0.56412 4.04993 -0.64096
H 0.24458 5.53268 -2.56055
H 0.70755 -3.83079 -0.99143
C 0.78863 -0.64636 2.97299
S -3.82355 -2.24227 -0.20903
H -0.71341 -0.80132 -3.62293
H 3.81248 3.38932 -0.73808
C 0.74430 4.58569 -2.69998
H 2.48210 1.19195 -3.18197
C 1.55728 2.52114 -1.77407
C -5.76121 -4.32706 -1.30482
H -6.35657 -3.86208 -0.52631
H -3.80151 2.55844 1.30728
N 0.08076 -1.57946 2.36136
O -2.47660 1.46684 0.16047
C 1.61792 -0.91513 4.05202
C 2.84175 2.15442 1.96241
N -1.50574 -3.43104 1.22045
H 6.25291 3.42233 -1.01017
C 4.40671 0.05634 -0.75278
C 0.91273 3.74013 -1.61461
*
```

These are the natural (NBO) partial charges, in e, on atoms 1 to 4: number 1, N, carries -0.1349; number 2, H, carries 0.2162; number 3, H, carries 0.2195; number 4, C, carries -0.0819